The following is a DFT calculation (the ωB97M-V functional and the def2-TZVPD basis) of one molecule with the formula C3H6N2O at a distorted geometry.

Output
M: 86.09 g mol⁻¹
Gap between HOMO and LUMO: 10.7 eV
E_HOMO: -9.8117 eV
2S+1: 1
Energy: -302.63633 hartree
Relative energy (zero: lowest compared OMol25 entry of this formula, charge and spin): 35.6 kcal/mol
Structure (SMILES): NC(=O)[C@@H]1CN1

```
12
Properties=species:S:1:pos:R:3:forces:R:3:nbo_charge:R:1
N 0.891 1.504 -0.079 1.2 -1.5 -0.2 -0.86
C -0.135 0.953 -0.848 1.2 -0.4 1.1 0.67
O -0.690 1.555 -1.712 -1.1 0.6 -1.1 -0.58
C -0.491 -0.459 -0.437 -0.5 -0.9 -0.3 -0.20
C -0.566 -0.747 1.015 -1.3 -0.1 1.0 -0.25
N 0.621 -1.184 0.268 -1.2 -1.6 0.1 -0.60
H 1.585 0.739 0.134 -0.9 1.2 0.1 0.41
H 1.337 2.315 -0.503 -0.4 -0.2 0.1 0.39
H -1.192 -1.022 -1.106 1.0 0.7 0.5 0.23
H -1.289 -1.532 1.394 0.9 0.9 -0.7 0.20
H -0.529 0.111 1.699 0.6 -0.4 -0.3 0.21
H 0.458 -2.232 0.174 0.6 1.8 -0.3 0.37
```
Positions in Å, forces in eV/Å.